{
  "formula": "C5H10O2",
  "method": "ωB97M-V/def2-TZVPD",
  "max_force_ev_per_a": 0.8,
  "de_lowest_kj_mol": 410.0,
  "e_homo_ev": -8.680,
  "gap_ev": 9.5,
  "symbols": ["C", "C", "C", "O", "C", "C", "O", "H", "H", "H", "H", "H", "H", "H", "H", "H", "H"],
  "xyz": [[2.29493, 0.59492, -0.91379], [1.24985, -0.17152, -0.13711], [-0.22978, -0.49006, 2.39553], [-0.91293, 0.20782, 1.53081], [-1.08916, -0.25558, 0.14840], [-2.39045, 0.29203, -0.38041], [-0.03605, 0.24349, -0.58419], [2.20798, 0.40218, -1.98626], [3.29268, 0.29782, -0.57547], [2.17165, 1.66719, -0.73524], [1.35307, -1.25908, -0.26190], [1.36648, 0.04722, 0.92515], [-0.08107, -1.50466, 1.90616], [-1.07073, -1.35860, 0.20171], [-2.36320, 1.38426, -0.34884], [-2.53834, -0.03217, -1.41473], [-3.22493, -0.06524, 0.23017]],
  "forces_ev_per_a": [[0.016, 0.017, -0.043], [0.170, -0.166, -0.231], [-0.550, -0.053, -0.604], [0.119, -0.116, 0.487], [-0.114, -0.155, 0.007], [0.008, 0.019, 0.033], [-0.015, 0.083, 0.014], [0.036, 0.028, 0.123], [-0.131, 0.049, -0.090], [0.043, -0.142, -0.064], [-0.017, 0.106, -0.071], [0.064, 0.060, 0.133], [0.096, 0.188, 0.222], [0.063, 0.143, 0.013], [0.000, -0.146, -0.010], [0.062, 0.038, 0.176], [0.148, 0.048, -0.095]]
}